This record from the OMol25 dataset describes C6H9NO in the gas phase. The level of theory is ωB97M-V/def2-TZVPD.

Its charge is 0. Its HOMO-LUMO gap (spin up / spin down) is 0.263 / 0.263 hartree. Its HOMO energy (spin up / spin down) is -7.68 / -7.67 eV. For the molecular weight, the calculation gives 111.1 u. The calculation puts the LUMO energy (spin up / spin down) at -0.0193 / -0.0193 hartree.

Last columns: bonded neighbours and bond lengths (Å).
Atoms and positions in Å:
1 C 1.34 0.39 1.60  C2 1.360, H9 1.081, H10 1.085
2 C 0.70 0.41 0.39  C1 1.360, O3 1.386, C4 1.619
3 O 1.07 1.42 -0.48  C2 1.386, H11 0.970
4 C -0.79 -0.20 0.44  C2 1.619, C5 1.526, C6 1.485, H12 1.099
5 C -1.77 0.83 -0.12  C4 1.526, H13 1.094, H14 1.095, H15 1.093
6 C -0.55 -1.39 -0.42  C4 1.485, C7 1.343, H16 1.083
7 C 0.68 -1.30 -0.96  C6 1.343, N8 1.215
8 N 1.48 -1.59 -1.82  C7 1.215, H17 1.024
9 H 1.02 -0.28 2.38  C1 1.081
10 H 2.12 1.10 1.82  C1 1.085
11 H 0.70 1.23 -1.35  O3 0.970
12 H -1.13 -0.49 1.44  C4 1.099
13 H -1.88 1.67 0.57  C5 1.094
14 H -2.75 0.36 -0.29  C5 1.095
15 H -1.46 1.22 -1.10  C5 1.093
16 H -1.15 -2.29 -0.39  C6 1.083
17 H 2.36 -1.07 -1.73  N8 1.024